C33H35F5MgN4P2S | ωB97M-V/def2-TZVPD

Structure (XYZ):
```
81
Properties=species:S:1:pos:R:3:forces:R:3:mulliken_charge:R:1
Mg 2.272 4.633 -2.623 0.659 0.412 0.779 0.5786
C 3.193 2.312 2.072 0.403 -0.568 -0.530 -0.7191
C 2.882 1.373 1.171 0.192 1.400 -0.586 -0.7595
C 1.640 0.546 1.067 -0.129 -0.874 -0.533 -0.4266
C 0.368 1.113 0.390 -0.245 -0.401 0.515 0.4932
C -0.258 2.324 1.029 -0.077 0.170 0.206 -0.5432
C 0.125 2.937 2.161 -0.754 -0.292 -0.321 -0.5235
C 0.923 2.368 3.305 0.833 0.313 0.625 -0.9395
C 2.428 2.711 3.286 -0.176 0.113 0.324 -0.6382
C 0.872 5.452 -1.408 -1.116 0.681 -0.599 -0.9853
H 4.129 2.863 1.922 -0.355 -0.263 0.011 0.6013
H 3.529 1.310 0.265 -0.285 -0.030 0.886 0.3422
H 1.357 0.056 2.007 0.169 0.241 -0.193 0.3873
H 1.949 -0.260 0.388 -0.085 0.083 0.236 0.6123
H 0.557 1.290 -0.688 -0.045 0.183 0.484 0.2759
H -0.391 0.300 0.410 0.329 0.177 -0.138 -0.3486
H -1.181 2.660 0.527 0.843 0.467 -0.115 0.6002
H -0.287 3.935 2.368 -0.199 -0.555 -0.038 0.3869
H 0.805 1.293 3.502 -0.260 0.367 -0.445 0.3583
H 0.531 2.871 4.205 0.028 -0.278 -0.187 0.4477
H 2.508 3.801 3.395 0.172 -0.126 -0.002 0.2637
H 2.923 2.271 4.172 -0.222 0.222 -0.186 0.3587
H 1.322 6.146 -0.675 -0.001 -0.497 -0.476 0.2932
H 0.428 4.605 -0.898 -0.365 0.045 0.189 0.0347
H 0.159 6.005 -2.013 -0.624 0.062 0.343 0.3625
P -2.950 -1.960 -1.027 -2.931 -1.229 0.703 -0.0224
P 0.094 -3.294 -1.254 0.792 -2.559 1.498 -0.1831
N -4.039 -1.542 0.299 0.274 0.448 0.941 0.3684
N -4.289 -2.458 -2.089 0.475 -0.008 -1.213 0.3511
N 0.558 -3.671 0.419 -0.384 0.926 0.698 0.4012
N 1.157 -4.517 -1.956 0.171 -0.269 -1.091 0.3154
C -2.579 -3.677 -0.408 0.416 0.173 0.161 -0.5614
C -1.445 -4.336 -1.194 -0.190 0.120 -0.430 -1.2447
C -3.940 -0.371 1.065 -0.946 -0.818 0.501 -0.4571
C -4.859 -0.439 2.108 0.508 -0.525 -0.957 -0.5902
C -5.545 -1.697 1.994 1.128 0.002 -1.191 -0.7009
C -5.007 -2.356 0.896 0.016 0.963 0.776 -0.0936
C -4.508 -1.830 -3.321 -0.602 -0.741 0.144 -0.4534
C -5.547 -2.474 -3.973 0.433 0.207 0.550 -0.6290
C -5.995 -3.536 -3.125 0.947 0.422 0.571 -0.6982
C -5.190 -3.520 -2.001 -0.158 0.122 -0.542 -0.0041
C 1.045 -2.671 1.263 -0.099 -1.007 0.503 -0.1724
C 1.175 -3.169 2.550 -0.212 -0.052 -0.983 -0.5190
C 0.726 -4.528 2.516 -0.256 0.374 -1.213 -1.1199
C 0.321 -4.794 1.214 0.274 0.300 0.639 -0.1057
C 1.549 -5.768 -1.464 0.109 -0.052 -0.785 -0.1293
C 2.153 -6.490 -2.477 -0.511 1.026 0.297 -0.6110
C 2.134 -5.669 -3.652 -0.470 0.407 0.469 -0.5495
C 1.506 -4.482 -3.317 0.272 -0.748 0.646 -0.4329
H -3.453 -4.347 -0.416 0.322 0.494 -0.019 0.3431
H -2.314 -3.534 0.650 0.188 -0.119 -0.196 0.5015
H -1.268 -5.340 -0.786 0.255 0.327 -0.221 0.4595
H -1.721 -4.484 -2.247 -0.149 0.038 0.090 0.5416
H -3.226 0.387 0.795 0.022 0.104 0.001 0.4140
H -5.020 0.291 2.882 0.054 0.144 -0.094 0.4188
H -6.325 -2.085 2.622 -0.055 0.002 0.112 0.4407
H -5.220 -3.342 0.529 -0.071 0.176 0.042 0.1996
H -3.890 -0.991 -3.610 -0.142 -0.089 0.005 0.3869
H -5.946 -2.235 -4.947 0.074 0.110 0.092 0.4026
H -6.801 -4.234 -3.304 0.112 0.061 -0.036 0.4331
H -5.185 -4.214 -1.168 -0.122 0.288 -0.373 0.2191
H 1.234 -1.701 0.856 0.033 -0.116 0.068 -0.1354
H 1.540 -2.629 3.411 -0.016 -0.012 -0.111 0.4666
H 0.702 -5.229 3.334 -0.048 0.011 -0.010 0.4541
H -0.106 -5.697 0.803 0.095 0.195 0.197 0.4845
H 1.373 -6.060 -0.444 0.158 0.130 -0.152 0.3619
H 2.552 -7.488 -2.377 0.026 0.115 -0.018 0.4373
H 2.528 -5.943 -4.619 -0.056 0.144 0.037 0.4082
H 1.265 -3.611 -3.907 0.098 -0.020 -0.023 0.3482
F 4.697 9.890 0.574 -0.346 -0.620 -0.119 -0.2950
C 4.387 8.606 0.295 0.324 0.034 -0.122 0.6135
C 4.582 7.619 1.272 0.026 -0.035 -0.088 -0.0068
F 4.967 7.957 2.523 -0.244 -0.207 -0.996 -0.2872
C 4.387 6.288 0.919 -0.262 -0.437 -0.117 0.0579
F 4.564 5.313 1.851 -0.091 0.955 -0.568 -0.3075
C 3.946 5.892 -0.370 0.107 0.930 -0.159 0.2298
S 3.563 4.237 -0.669 1.143 -0.948 -0.114 -0.2410
C 3.768 6.921 -1.320 -0.062 -0.158 0.412 0.5066
F 3.308 6.589 -2.613 0.743 0.429 1.042 -0.2929
C 3.982 8.260 -1.003 0.061 0.292 -0.056 0.0601
F 3.827 9.245 -1.920 0.077 -0.752 0.549 -0.2950
```
Positions in Å, forces in eV/Å.

Orbital gap: 0.2314 hartree
Energy above the lowest of the compared OMol25 structures with the same formula, charge and spin: 0.00 kcal per mole
LUMO energy: -1.6 eV